[1]
{"formula": "C5H9BrFN2", "method": "the ωB97M-V functional and the def2-TZVPD basis", "relative_energy_ev": 0.196, "energy_ev": -81063.646, "charge": 1, "max_force_ev_per_a": 4.13, "lumo_energy_ev": -4.085, "species": ["C", "C", "C", "C", "C", "N", "N", "F", "Br", "H", "H", "H", "H", "H", "H", "H", "H", "H"], "coordinates": [[-0.49956, 1.99645, 0.08353], [-0.01829, -0.33536, -0.48521], [-1.36684, 2.81958, 0.91342], [0.92364, -2.61974, 0.31574], [1.07073, -1.10612, 0.25331], [-0.55676, 0.77105, -0.04305], [-0.50753, -0.90940, -1.55715], [0.44706, 2.78081, -0.47404], [2.53411, -0.19293, -0.78984], [-2.01130, 2.16653, 1.45595], [-1.99890, 3.38253, 0.16591], [-0.67508, 3.39508, 1.38615], [1.11350, -2.93238, 1.43480], [1.75778, -3.14003, -0.06072], [-0.06382, -3.03953, 0.11564], [1.27356, -0.76182, 1.23505], [-0.16130, -1.76546, -1.84605], [-1.26102, -0.50928, -2.10344]], "atomic_forces_ev_per_a": [[0.913, 1.478, -0.096], [-0.064, -0.786, 0.192], [-2.366, -1.283, -3.127], [0.353, -0.310, 3.372], [-0.304, 0.819, -1.068], [0.232, -1.015, 0.022], [-1.083, 1.590, 0.290], [-0.268, -1.264, -0.199], [0.125, -0.834, 0.291], [-0.317, -0.015, 0.902], [0.650, -0.042, 1.017], [1.160, 2.191, 2.045], [-0.676, 0.884, -1.783], [0.641, -0.669, -1.478], [0.259, 0.192, -0.560], [-0.259, 0.828, 0.645], [0.773, -1.896, -0.621], [0.231, 0.133, 0.157]]}

=====

[2]
{"formula": "C5H9BrN3", "method": "the ωB97M-V functional and the def2-TZVPD basis", "relative_energy_ev": 3.434, "energy_ev": -79833.225, "charge": 1, "max_force_ev_per_a": 4.41, "lumo_energy_ev": -3.828, "species": ["C", "C", "C", "C", "C", "N", "N", "N", "Br", "H", "H", "H", "H", "H", "H", "H", "H", "H"], "coordinates": [[-1.20012, 1.44989, 1.22291], [1.41967, -0.85884, -0.57565], [-0.57526, 1.94317, 0.31838], [-0.82815, -1.87058, -0.41630], [0.19904, 2.59208, -0.71761], [0.29545, -1.42963, -0.76487], [-1.71741, -1.25784, 0.31154], [2.09049, -1.24966, 0.43266], [-3.36754, -2.02600, 0.69077], [-1.64048, 1.27819, 2.13511], [1.89094, -0.20339, -1.32930], [-1.07678, -2.97132, -0.77269], [0.57018, 3.57699, -0.26996], [-0.39652, 2.56395, -1.69528], [0.97332, 1.90223, -0.82798], [1.69351, -1.96637, 0.97746], [-1.36347, -0.40520, 0.76931], [3.03312, -1.06768, 0.51152]], "atomic_forces_ev_per_a": [[1.237, 1.023, -1.337], [-1.229, -0.049, -2.274], [-1.007, -0.016, 0.861], [-1.132, -4.133, -1.049], [-1.612, 0.848, -0.125], [0.231, 1.315, -1.515], [-0.239, 0.090, 0.668], [0.876, -0.070, 1.671], [0.579, 0.406, 0.003], [-0.938, -0.482, 1.441], [-0.429, -0.227, 0.452], [0.149, 2.365, 0.530], [-0.555, -1.192, -1.302], [0.941, 0.817, 1.364], [1.987, -0.557, -0.647], [-0.191, -0.800, 0.935], [-0.934, 0.098, -0.112], [2.266, 0.565, 0.435]]}

=====

[3]
{"formula": "C5H9BrSi", "method": "the ωB97M-V functional and the def2-TZVPD basis", "relative_energy_ev": 3.331, "energy_ev": -83247.288, "max_force_ev_per_a": 4.77, "lumo_energy_ev": 0.443, "species": ["C", "C", "C", "C", "C", "Si", "Br", "H", "H", "H", "H", "H", "H", "H", "H", "H"], "coordinates": [[0.36830, 1.85287, -1.05533], [0.22296, 0.63775, 0.44187], [-1.33398, 0.84026, 0.51168], [-0.22593, -2.40287, 0.52092], [0.62960, 2.90907, -1.59250], [1.00873, -1.18806, -0.01923], [3.15699, -1.89174, 0.48117], [-1.81600, 0.63720, -0.42000], [-1.89518, 0.21447, 1.26766], [-1.42275, 1.88995, 0.80694], [-1.09924, -1.83140, 0.28087], [-0.21245, -3.33192, -0.01416], [-0.28971, -2.72891, 1.54415], [1.05535, 1.37619, 0.93638], [0.70618, 3.71335, -2.24368], [1.14713, -0.69621, -1.44674]], "atomic_forces_ev_per_a": [[0.792, -2.050, 2.695], [2.283, 3.012, -2.917], [0.818, -0.263, 2.642], [0.036, -0.430, -0.068], [-0.602, -1.648, 0.456], [0.822, 2.517, -0.923], [-1.097, 0.610, 0.076], [0.027, 0.065, -0.705], [0.944, 0.525, -0.423], [-0.589, -0.195, -0.278], [-1.068, -0.063, -0.134], [0.006, -0.342, -0.730], [0.280, 0.456, 0.653], [-2.784, -1.895, -0.100], [0.217, 1.006, -0.595], [-0.085, -1.305, 0.353]]}

=====

[4]
{"formula": "C5H9BrSi", "method": "the ωB97M-V functional and the def2-TZVPD basis", "relative_energy_ev": 1.705, "smiles": "C[SiH](C)C#CCBr", "energy_ev": -83248.914, "max_force_ev_per_a": 5.95, "lumo_energy_ev": 0.144, "species": ["C", "Si", "C", "C", "C", "C", "Br", "H", "H", "H", "H", "H", "H", "H", "H", "H"], "coordinates": [[-1.67778, -1.68501, 0.15915], [-0.97185, -0.21811, -0.85628], [-2.02168, 1.28045, -0.22457], [0.76767, 0.23122, -0.45323], [1.83927, 0.32815, 0.22794], [3.15630, 0.56736, 0.72293], [4.54883, -0.14289, -0.54444], [-1.25166, -1.70306, 1.21835], [-2.73449, -2.08683, 0.25672], [-1.08985, -2.45492, -0.35489], [-0.94884, -0.68103, -2.31037], [-2.95004, 1.05140, 0.33409], [-1.23977, 1.70110, 0.41287], [-2.05971, 2.01801, -1.08813], [3.24849, 1.64721, 0.79750], [3.38510, 0.14696, 1.70234]], "atomic_forces_ev_per_a": [[1.198, -0.940, 1.029], [-2.142, -0.069, 0.569], [1.437, 0.293, -1.825], [4.145, -0.155, 3.406], [-4.785, -0.710, -3.461], [0.694, 0.151, -0.011], [-0.589, 0.421, 0.647], [-0.511, 0.273, -1.256], [1.107, 1.124, -0.626], [-0.233, -0.611, 0.271], [-0.184, 0.544, 0.703], [0.570, 0.227, -0.714], [-0.417, 0.212, 0.467], [-0.701, -0.651, 1.183], [0.557, 0.078, -0.138], [-0.144, -0.187, -0.243]]}

=====

[5]
{"formula": "C5H9ClN2", "method": "the ωB97M-V functional and the def2-TZVPD basis", "relative_energy_ev": 0.000, "multiplicity": 3, "energy_ev": -20810.235, "charge": 2, "max_force_ev_per_a": 4.50, "lumo_energy_ev": [-8.640, -12.742], "species": ["C", "C", "C", "C", "C", "N", "N", "Cl", "H", "H", "H", "H", "H", "H", "H", "H", "H"], "coordinates": [[-1.48642, 0.43783, -1.31486], [-0.11787, 0.33392, -1.19967], [-0.91631, -0.06899, 0.90044], [1.33816, 0.86367, 0.62240], [0.79456, -1.41904, 0.07098], [-2.01957, 0.29520, -0.10350], [0.24759, -0.00225, 0.13806], [-1.12607, -0.31243, 2.49619], [-2.08682, 0.76884, -2.15263], [0.64333, 0.56896, -1.89430], [1.20802, 1.99861, 0.90395], [1.86543, 0.40906, 1.47686], [2.08884, 0.99299, -0.18559], [0.72813, -1.76655, 1.10635], [0.09875, -2.00556, -0.46193], [1.79166, -1.33586, -0.39478], [-3.05140, 0.24162, -0.00800]], "atomic_forces_ev_per_a": [[-1.505, 0.718, 1.753], [-0.123, 0.505, -0.318], [-4.327, 1.057, -0.664], [2.889, 3.280, 0.980], [1.248, 0.035, 0.735], [0.560, -0.738, -0.474], [1.993, -0.445, -0.334], [0.096, 0.162, -0.090], [0.056, -0.322, -0.248], [0.639, 0.007, -0.699], [-1.131, -2.295, -0.482], [-0.490, -0.092, -0.348], [-0.419, -0.652, 0.290], [0.852, -0.091, -0.177], [-0.652, -0.676, -1.002], [-0.422, -0.539, 0.442], [0.738, 0.086, 0.637]]}

=====

[6]
{"formula": "C5H9ClN2O2", "method": "the ωB97M-V functional and the def2-TZVPD basis", "relative_energy_ev": 5.178, "energy_ev": -24921.736, "max_force_ev_per_a": 5.00, "lumo_energy_ev": 0.751, "species": ["C", "C", "C", "C", "C", "N", "N", "O", "O", "Cl", "H", "H", "H", "H", "H", "H", "H", "H", "H"], "coordinates": [[0.86579, 0.35412, 1.35040], [1.73439, -0.09327, 0.49044], [-0.51335, 0.70201, 0.82715], [-0.64894, 2.15676, 0.47389], [-1.10424, -1.44166, 0.02336], [-0.58174, -0.11851, -0.35307], [3.15597, -1.34480, -0.93408], [0.62004, -0.11723, -0.96016], [2.97147, -0.32206, 0.12321], [1.21682, 0.59792, 2.99917], [-1.16268, 0.44867, 1.56595], [0.23609, 2.64793, 0.10095], [-0.89938, 2.88587, 1.25654], [-1.31647, 2.35582, -0.47454], [-0.81321, -1.95927, 0.93303], [-2.12638, -1.50223, 0.05060], [-0.75027, -2.03715, -0.71118], [2.57929, -1.27277, -1.69850], [4.09147, -1.15065, -1.22919]], "atomic_forces_ev_per_a": [[1.049, 0.128, 0.855], [-1.830, -0.756, -4.596], [2.734, 1.425, -2.178], [-0.966, 2.526, -2.107], [1.891, 0.768, 0.801], [-2.425, -0.455, 1.114], [1.712, -1.131, 3.395], [2.511, -0.213, 2.327], [-0.529, 0.232, -0.373], [0.105, 0.129, 0.705], [-2.400, -1.015, 1.765], [1.012, -0.537, -0.146], [-0.555, -0.729, 0.179], [0.611, -0.787, 2.146], [0.846, 0.609, 0.722], [-2.698, 0.511, -0.346], [0.778, -2.247, -2.568], [-2.411, 1.264, -1.734], [0.564, 0.280, 0.040]]}

=====

[7]
{"formula": "C5H9ClO4S", "method": "the ωB97M-V functional and the def2-TZVPD basis", "relative_energy_ev": 3.292, "smiles": "CC(Cl)=[S@@]1(=O)C[C@H](O)[C@@H](O)O1", "energy_ev": -36874.597, "max_force_ev_per_a": 4.33, "lumo_energy_ev": 0.459, "species": ["C", "C", "Cl", "S", "O", "C", "C", "O", "C", "O", "O", "H", "H", "H", "H", "H", "H", "H", "H", "H"], "coordinates": [[2.94387, -1.23232, -0.37544], [1.91126, -0.24858, 0.39566], [2.34551, 1.38931, 0.20816], [0.27753, -0.53939, -0.02446], [0.02262, -1.92252, -0.21592], [-0.81683, 0.07470, 1.34409], [-2.13857, 0.33799, 0.65998], [-2.87820, -0.82765, 0.28525], [-1.68568, 1.06073, -0.59450], [-1.47073, 2.36848, -0.40031], [-0.43666, 0.44668, -1.12009], [2.59421, -2.32844, -0.48380], [3.91374, -1.12747, 0.23192], [3.14120, -0.87987, -1.38856], [-0.41294, 0.87632, 1.93022], [-0.93835, -0.73099, 1.91375], [-2.69978, 0.99238, 1.33335], [-2.27513, -1.37059, -0.22752], [-2.50301, 0.96495, -1.40143], [-1.14493, 3.00002, -1.08309]], "atomic_forces_ev_per_a": [[-0.311, -0.062, 1.381], [-0.385, -2.733, -1.913], [0.310, 1.382, 0.148], [1.545, 2.609, 2.297], [-0.911, -1.501, -0.680], [0.443, 1.013, -2.753], [0.717, 0.293, -0.085], [0.403, 1.062, 0.769], [-1.543, 0.226, -3.723], [0.613, 2.512, 1.521], [-0.858, -0.597, 0.544], [0.501, 1.874, 0.672], [-1.423, -0.504, -0.947], [0.032, 0.172, 0.024], [0.366, 0.599, -0.211], [-0.129, -3.442, 2.630], [-0.462, -0.213, -0.573], [0.093, -0.505, -0.161], [1.407, -0.538, 0.848], [-0.409, -1.646, 0.212]]}

=====

[8]
{"formula": "C5H9ClP", "method": "the ωB97M-V functional and the def2-TZVPD basis", "relative_energy_ev": 5.058, "energy_ev": -27128.016, "charge": 1, "max_force_ev_per_a": 4.34, "lumo_energy_ev": -6.178, "species": ["C", "C", "C", "C", "C", "P", "Cl", "H", "H", "H", "H", "H", "H", "H", "H", "H"], "coordinates": [[-1.85715, -0.22184, 0.19586], [0.95694, -0.22964, -0.69119], [-2.46369, -0.63203, 1.52380], [0.98439, -1.36620, -1.54789], [2.34637, 2.02718, 0.11690], [0.67352, 1.11526, 0.16040], [-2.95217, 0.66679, -0.68976], [-1.63899, -0.95692, 2.13120], [-2.80527, -1.70790, 1.34395], [-3.35292, -0.11615, 2.01654], [1.49753, -2.29804, -1.03492], [1.37642, -0.97630, -2.49050], [-0.12351, -1.79705, -1.50788], [2.94062, 1.32394, -0.42678], [2.37090, 2.28560, 1.21464], [2.04701, 2.88331, -0.31437]], "atomic_forces_ev_per_a": [[-1.107, -0.888, 1.301], [-1.040, 0.618, 0.797], [-0.536, -1.174, -0.868], [-0.660, -2.141, 2.079], [-1.506, -2.929, 2.829], [0.062, -0.475, -0.297], [-0.191, 0.445, -0.409], [0.390, 0.642, 1.049], [-0.045, 1.039, -0.464], [1.444, -0.331, -0.744], [-0.346, 1.944, -1.269], [-0.329, -0.899, -0.407], [1.795, 1.325, -0.658], [1.364, 0.532, 0.329], [1.169, -0.772, -1.070], [-0.464, 3.065, -2.197]]}

=====

[9]
{"formula": "C5H9CuO5", "method": "the ωB97M-V functional and the def2-TZVPD basis", "relative_energy_ev": 0.000, "multiplicity": 3, "energy_ev": -60203.982, "max_force_ev_per_a": 2.99, "lumo_energy_ev": [0.295, -3.049], "species": ["C", "C", "O", "Cu", "H", "H", "H", "H", "H", "C", "C", "O", "C", "O", "O", "O", "H", "H", "H", "H"], "coordinates": [[3.20589, -0.58654, -1.05631], [1.83782, -0.81107, -0.43597], [1.14695, 0.38106, -0.14471], [1.83581, 2.04059, -0.11969], [3.68437, -1.54747, -1.29360], [3.12211, -0.01562, -1.99427], [3.86821, -0.04663, -0.36168], [1.95198, -1.41014, 0.48616], [1.23266, -1.43159, -1.12259], [-1.37652, -0.24976, 0.47577], [-1.51132, 1.26099, 0.24778], [-2.85168, 1.58768, 0.60271], [-3.64191, 0.50038, 0.57902], [-2.92970, -0.60563, 0.51829], [-4.84025, 0.57712, 0.46034], [-0.86305, -0.56709, 1.69003], [-1.10599, -0.88642, -0.37631], [-1.34372, 1.53701, -0.80010], [-0.83018, 1.81156, 0.90661], [-0.59147, -1.53842, 1.73853]], "atomic_forces_ev_per_a": [[0.231, 0.171, -0.154], [-0.231, -0.431, 0.209], [0.383, -0.116, -0.304], [0.084, -0.079, -0.026], [-0.144, 0.241, 0.098], [0.039, -0.124, 0.272], [-0.143, -0.110, -0.206], [0.016, 0.222, -0.142], [0.076, 0.294, 0.079], [-2.917, -0.674, -0.019], [0.146, -0.219, 0.286], [0.527, 0.711, 0.150], [-1.402, 0.222, -1.331], [1.937, -0.337, 0.035], [0.934, -0.182, 0.759], [0.910, -1.706, 0.053], [0.411, 0.448, 0.415], [0.028, -0.152, 0.218], [-0.186, -0.160, -0.153], [-0.700, 1.979, -0.238]]}

=====

[10]
{"formula": "C5H9F", "method": "the ωB97M-V functional and the def2-TZVPD basis", "relative_energy_ev": 3.637, "smiles": "CC1(C)C[C@@H]1F", "energy_ev": -8044.406, "max_force_ev_per_a": 7.13, "lumo_energy_ev": 0.958, "species": ["C", "C", "C", "C", "C", "F", "H", "H", "H", "H", "H", "H", "H", "H", "H"], "coordinates": [[1.35012, -0.28680, -0.36574], [-0.06305, -0.06141, 0.16178], [-0.42049, -0.79043, 1.47566], [-0.44855, 1.44954, -0.41566], [-1.00553, 0.17929, -1.00249], [-2.36820, 0.23794, -0.70569], [1.59970, 0.24813, -1.15177], [2.37896, -0.19733, 0.17387], [1.48106, -1.32580, -0.67874], [0.21913, -0.40308, 2.15735], [-1.69626, -1.04612, 1.65955], [0.01447, -1.92259, 1.24029], [-0.96146, 2.06815, 0.32610], [0.44352, 1.75567, -0.94153], [-0.52342, 0.09484, -1.93297]], "atomic_forces_ev_per_a": [[1.360, -4.133, 3.617], [-0.112, 1.759, -0.967], [-3.510, -4.436, -4.338], [1.313, -2.051, 2.097], [0.047, 2.764, 3.187], [0.433, -1.612, -1.097], [0.482, 2.714, -4.115], [-2.265, 0.363, 0.611], [-0.330, -0.331, -0.208], [1.037, 1.131, 3.057], [4.201, 1.472, -0.197], [-1.136, 2.651, 0.763], [-0.145, -0.123, -0.863], [-0.321, 1.009, 0.349], [-1.055, -1.178, -1.896]]}